1.
Molecular formula: C3H8N2O2
Method: DFT, wB97M-V/def2-TZVPD

ORCA input file:
```
! wB97M-V def2-TZVPD RIJCOSX def2/J DEFGRID3
* xyz 0 1
C -0.17 0.45 -0.26
C 1.33 0.51 0.10
N -0.73 1.77 -0.29
N 2.00 -0.78 0.13
C -2.12 -1.85 0.14
O -0.78 -0.46 0.65
O -1.73 -2.53 -0.68
H -0.28 0.01 -1.26
H -0.67 2.21 0.62
H -1.69 1.76 -0.60
H 1.96 -1.23 -0.78
H 1.52 -1.40 0.77
H -1.91 -0.59 0.96
H 1.84 1.17 -0.61
H 1.42 0.96 1.10
*
```

Summary:
E_HOMO   -9.179 eV
Total energy   -379.021248 Ha

2.
Molecular formula: C3H8N2O2
Method: DFT, wB97M-V/def2-TZVPD

ORCA input file:
```
! wB97M-V def2-TZVPD RIJCOSX def2/J DEFGRID3
* xyz 0 1
N -2.53 0.54 0.30
C -1.29 0.14 -0.15
O -1.17 -0.78 -0.96
N -0.24 0.83 0.38
C 1.14 0.62 -0.03
C 1.61 -0.84 0.06
O 1.44 -1.56 -1.12
H -3.26 -0.12 0.05
H -2.59 0.87 1.25
H -0.46 1.75 0.75
H 1.75 1.24 0.65
H 1.32 0.97 -1.06
H 1.10 -1.31 0.93
H 2.68 -0.85 0.28
H 0.49 -1.50 -1.32
*
```

Summary:
E_HOMO   -9.800 eV
SMILES   NC(=O)NCCO
Total energy   -379.132093 Ha

3.
Molecular formula: C3H8N2O2
Method: DFT, wB97M-V/def2-TZVPD

ORCA input file:
```
! wB97M-V def2-TZVPD RIJCOSX def2/J DEFGRID3
* xyz 0 1
N 2.32 1.04 -0.31
C 0.94 0.77 -0.25
O 0.21 1.67 0.23
N 0.60 -0.60 -0.37
C -0.79 -0.97 -0.41
C -1.46 -0.74 1.06
O -1.83 0.58 1.19
H 2.59 1.46 0.57
H 2.91 0.24 -0.54
H 0.85 0.34 -1.53
H -0.88 -2.02 -0.71
H -1.40 -0.32 -1.04
H -0.73 -1.09 1.82
H -2.34 -1.39 1.07
H -1.01 1.14 0.91
*
```

Summary:
E_HOMO   -9.442 eV
Total energy   -378.980352 Ha

4.
Molecular formula: C3H8N2O2
Method: DFT, wB97M-V/def2-TZVPD

ORCA input file:
```
! wB97M-V def2-TZVPD RIJCOSX def2/J DEFGRID3
* xyz 0 1
C -0.28 -0.46 0.53
C -0.68 0.17 -0.83
N -2.06 0.73 -0.24
C -1.73 0.24 1.12
N -0.45 0.36 1.72
H 0.38 -1.30 0.49
H -0.74 -0.61 -1.60
H -2.22 1.75 -0.24
H -2.52 -0.35 1.61
H -0.10 1.10 -1.20
H 2.08 -1.34 -2.03
O 1.76 -0.85 -1.31
H 2.43 -0.10 -0.10
H 1.60 0.34 1.21
O 2.53 0.33 0.86
*
```

Summary:
E_HOMO   -8.260 eV
Total energy   -378.797381 Ha

5.
Molecular formula: C3H8N2O2S
Method: DFT, wB97M-V/def2-TZVPD

ORCA input file:
```
! wB97M-V def2-TZVPD RIJCOSX def2/J DEFGRID3
* xyz 0 1
C -0.01 0.67 0.47
C 1.31 -0.72 -1.22
C 0.45 -0.62 -0.01
N -0.20 0.83 1.75
N -0.23 1.74 -0.33
O -1.50 -1.47 1.50
O -2.28 -1.01 -0.78
S -1.21 -1.67 -0.03
H 1.87 0.19 -1.55
H 2.21 -1.35 -1.15
H 0.78 -1.05 -2.14
H 0.96 -1.15 1.02
H -1.17 -0.50 1.73
H -0.78 1.66 1.92
H 0.05 1.77 -1.27
H -0.26 2.70 0.09
*
```

Summary:
E_HOMO   -9.157 eV
Total energy   -777.238946 Ha

6.
Molecular formula: C3H8N2O2S
Method: DFT, wB97M-V/def2-TZVPD

ORCA input file:
```
! wB97M-V def2-TZVPD RIJCOSX def2/J DEFGRID3
* xyz 0 1
H 2.93 0.07 -0.18
N 2.05 -0.16 -0.61
C 1.11 0.66 -0.39
N 1.18 1.71 0.52
C -0.22 0.41 -1.27
S -1.66 0.29 -0.20
C -1.49 -1.37 0.47
O -1.58 1.31 0.83
O -2.89 0.18 -0.97
H 2.21 1.94 0.81
H 0.39 2.13 1.03
H -0.34 1.36 -1.95
H -0.18 -0.42 -1.84
H -2.24 -2.05 -0.13
H -1.67 -1.41 1.48
H -0.31 -1.62 0.43
*
```

Summary:
E_HOMO   -9.572 eV
SMILES   [H]/N=C(\N)CS(C)(=O)=O
Total energy   -777.228835 Ha

7.
Molecular formula: C3H8N2O3S
Method: DFT, wB97M-V/def2-TZVPD

ORCA input file:
```
! wB97M-V def2-TZVPD RIJCOSX def2/J DEFGRID3
* xyz 0 1
N 1.48 1.41 1.10
C 0.75 0.60 0.15
C -0.20 -0.43 0.78
S -0.72 -1.31 -0.57
N -1.38 -2.55 0.31
O 0.79 -1.86 -1.78
C -0.16 1.50 -0.69
O -0.86 0.99 -1.57
O 0.09 2.83 -0.47
H 2.03 2.12 0.60
H 2.04 0.81 1.73
H 1.29 -0.08 -0.58
H -1.20 -0.01 1.11
H -1.84 -1.02 -1.44
H -0.95 -2.66 1.16
H -1.36 -3.33 -0.30
H 0.21 3.01 0.47
*
```

Summary:
E_HOMO   -9.004 eV
SMILES   N[C@@H](C=[S@H](N)=O)C(=O)O
Total energy   -852.272215 Ha

8.
Molecular formula: C3H8N2O3S
Method: DFT, wB97M-V/def2-TZVPD

ORCA input file:
```
! wB97M-V def2-TZVPD RIJCOSX def2/J DEFGRID3
* xyz 0 1
C 0.25 -0.55 -0.20
C -0.85 -1.55 -0.54
C -1.57 -0.68 0.40
N -1.34 -1.35 -1.91
N -0.67 0.20 0.64
O 0.49 2.20 2.93
O 2.37 2.80 1.52
O 0.30 3.72 0.82
S 0.82 2.44 1.26
H 1.17 -1.01 0.20
H 0.50 -0.04 -1.16
H -0.62 -2.67 -0.25
H -2.56 -0.71 0.88
H -0.78 -2.08 -2.48
H -1.16 -0.40 -2.32
H -0.01 2.83 3.44
H 2.78 3.73 1.48
*
```

Summary:
E_HOMO   -9.507 eV
Total energy   -852.406215 Ha